Here is a 13-piece molecular cluster, C39H72B7F28N8O4 overall from OMol25. Energies are from the ωB97M-V functional and the def2-TZVPD basis.

The value obtained for the energy relative to the best compared isomer or geometry (same formula, charge and spin) is 0.0 kcal per mole. The orbital gap is 4.91 eV. As for the spin multiplicity: 1. Its total charge is +1. As for the HOMO energy: -0.36064 Eh. The value obtained for the total energy is -5239.564905 Eh. The molecular weight comes out at 1324.69 g mol⁻¹.

Geometry as XYZ:
```
158
Properties=species:S:1:pos:R:3:forces:R:3:lowdin_charge:R:1
C -17.3440 11.1063 -10.9013 1.095 -0.229 -0.745 0.0381
C -18.3759 11.2708 -11.9689 -0.007 -2.448 0.984 -0.3112
O -18.7273 10.3398 -12.6735 0.251 3.410 0.992 0.1234
N -19.2752 12.4833 -11.7391 -1.534 -0.172 -2.196 0.0921
H -20.1180 12.2742 -12.2550 -0.558 -0.575 -0.391 0.1613
H -19.6236 12.5249 -10.7920 0.627 0.224 0.772 0.1792
C -18.9077 13.8195 -12.3463 1.324 0.130 0.411 0.0519
H -16.8751 11.8921 -10.3091 -0.887 0.687 -0.289 0.0963
H -16.4712 10.6736 -11.3903 -0.114 -0.590 0.039 0.1009
H -17.7905 10.3518 -10.2537 0.277 -0.244 0.185 0.0995
H -18.0370 14.1798 -11.7984 -0.169 0.349 -0.199 0.0985
H -19.7670 14.4889 -12.3049 0.134 -0.153 0.182 0.1169
H -18.5971 13.6521 -13.3776 -0.101 -0.071 0.069 0.1035
C -11.1795 14.4639 -15.0944 1.889 -0.335 -0.104 0.0390
N -11.5704 13.8157 -13.8251 0.484 0.970 -0.715 -0.0744
C -12.2163 12.6760 -13.9258 -0.808 -0.954 1.149 0.0442
C -12.6519 12.0794 -12.7517 -0.476 -0.770 0.870 0.0708
C -12.4784 12.6323 -11.4732 1.386 2.363 -1.863 -0.1213
C -11.7412 13.8518 -11.4572 0.139 -0.154 -0.896 0.0634
C -11.2516 14.3879 -12.6599 -1.537 -0.191 0.459 0.0167
C -13.1021 12.1130 -10.2562 -0.648 1.451 -0.272 -0.1254
C -13.8027 12.9827 -9.3834 1.447 0.259 -0.067 0.0519
C -14.3920 12.4744 -8.2660 -0.414 0.180 -1.389 -0.0288
N -14.2822 11.1555 -8.0532 -1.483 -0.299 1.329 -0.0665
C -13.6374 10.3356 -8.8658 -0.756 -1.549 0.176 0.0318
C -13.1284 10.7744 -10.0560 0.328 -0.505 -0.312 0.0738
C -15.1406 10.6459 -6.9316 0.890 -0.514 0.329 0.0482
H -10.4381 13.7739 -15.4972 -0.658 -0.345 -0.808 0.1178
H -10.4903 15.2910 -14.9237 -0.774 0.549 0.459 0.1009
H -11.9993 14.6771 -15.7803 0.125 -0.268 0.345 0.1144
H -12.4359 12.3025 -14.9151 0.035 -0.176 -0.204 0.1539
H -13.2425 11.1760 -12.7890 0.059 -0.157 -0.473 0.1261
H -11.5818 14.4421 -10.5669 0.076 -0.178 0.164 0.1236
H -10.8512 15.3709 -12.8595 0.374 0.003 0.940 0.1437
H -13.7566 14.0482 -9.5538 -0.429 0.034 -0.172 0.1344
H -15.1560 13.0167 -7.7287 0.453 0.066 0.557 0.1440
H -13.7119 9.2999 -8.5689 0.266 -0.188 -0.301 0.1537
H -12.8076 10.1384 -10.8678 0.384 -0.681 0.502 0.1329
H -14.6208 10.9216 -6.0140 -0.529 0.498 0.107 0.1100
H -15.2115 9.5612 -6.8507 0.202 -0.065 -0.818 0.0975
H -16.1522 11.0306 -7.0610 0.280 0.188 0.232 0.1053
C -18.4373 6.3263 -18.1491 -0.478 0.703 -1.249 0.0488
N -18.7368 6.5652 -16.7405 0.000 -1.256 0.048 -0.0521
C -18.9641 5.4545 -16.0046 -1.106 0.648 1.992 0.0470
C -19.4093 5.5824 -14.6716 0.939 1.560 -0.389 0.0830
C -19.5201 6.8930 -14.1165 0.961 -0.618 -1.663 -0.1208
C -19.1157 7.9784 -14.9199 -0.604 0.051 0.175 0.0403
C -18.7712 7.8103 -16.2491 -0.304 -0.675 0.540 0.0434
C -19.9345 7.0558 -12.7236 -0.326 -1.016 2.814 -0.0881
C -20.7258 8.1225 -12.2134 0.978 0.165 -1.265 0.0228
C -21.1295 8.1809 -10.9173 2.047 0.375 0.261 -0.0173
N -20.5278 7.3774 -10.0148 -1.610 -1.065 0.354 -0.0840
C -19.7514 6.3393 -10.3590 0.068 -0.289 -2.716 0.0433
C -19.5356 6.0761 -11.7428 -0.551 1.889 0.124 0.0918
C -21.0024 7.5070 -8.6310 0.551 -0.356 0.845 0.0229
H -18.7808 7.1996 -18.7036 0.557 0.217 0.024 0.1109
H -19.0874 5.5397 -18.5321 0.422 -0.353 0.327 0.1106
H -17.3715 6.1580 -18.3033 -0.109 -0.031 0.009 0.1375
H -18.9138 4.4716 -16.4492 0.411 0.148 -0.232 0.1440
H -19.5208 4.7309 -14.0166 -0.231 -0.309 -0.455 0.1207
H -19.1038 8.9983 -14.5647 -0.089 -0.061 0.217 0.0972
H -18.6002 8.6159 -16.9478 0.417 0.174 -0.102 0.1444
H -20.8203 9.0339 -12.7852 -0.740 -0.296 -0.519 0.1120
H -21.6067 9.0442 -10.4773 -0.473 -0.171 -0.185 0.1427
H -19.2882 5.6785 -9.6412 -0.243 0.334 0.430 0.1570
H -18.9753 5.2065 -12.0532 0.254 -0.055 0.226 0.1184
H -20.9510 6.5077 -8.1986 0.359 0.327 0.361 0.1106
H -22.0465 7.7987 -8.5174 0.086 0.166 -0.697 0.1079
H -20.3576 8.2405 -8.1471 0.017 -0.342 0.328 0.1026
C -12.0866 1.0158 -11.7373 -1.935 0.547 1.257 -0.0063
C -13.4330 0.5549 -11.0734 -0.216 0.426 -0.390 -0.2236
C -14.1912 1.6320 -10.1565 -0.077 -0.917 -2.560 -0.1706
O -14.8111 2.5751 -11.0235 0.634 1.450 1.612 -0.1796
C -15.0934 3.8370 -10.3067 -0.605 0.538 -0.767 -0.0392
N -14.4387 0.1065 -12.1995 -0.608 1.103 2.148 0.2329
H -14.7409 0.9050 -12.7391 0.421 1.041 -1.289 0.1193
H -14.2910 -0.7143 -12.7693 0.672 -0.099 -0.142 0.1692
H -15.3101 -0.0185 -11.7044 -0.539 -0.685 0.333 0.1490
H -12.1970 2.0951 -11.8422 0.240 0.096 -0.255 0.0887
H -11.9459 0.6010 -12.7354 0.374 -0.277 0.370 0.0879
H -11.3244 0.8431 -10.9775 0.347 -0.227 -0.592 0.0884
H -13.3497 -0.2995 -10.4016 0.328 -0.289 -0.393 0.1333
H -13.4580 2.0489 -9.4660 -0.080 0.044 0.038 0.1347
H -15.0156 1.1135 -9.6669 0.223 -0.234 0.689 0.1225
H -14.6690 4.7217 -10.7813 0.763 -0.494 -0.371 0.0801
H -14.8128 3.9061 -9.2557 0.307 -0.741 -0.034 0.0931
H -16.1490 4.1058 -10.3452 -0.325 -0.744 -0.057 0.0717
C -17.9527 13.5969 -16.5722 -1.038 -1.486 -1.557 -0.0312
C -17.1817 14.2583 -17.7263 0.987 -0.560 3.141 -0.2394
C -17.2075 15.7633 -17.5362 0.769 1.441 -0.827 -0.1797
O -16.4798 16.2680 -16.4159 -0.377 -1.653 -0.540 -0.1797
C -17.1267 17.1829 -15.5678 1.360 0.622 0.227 -0.1021
N -15.7327 13.8098 -17.5235 -0.931 1.336 -1.221 0.2509
H -15.5501 12.8733 -17.8550 -0.056 -1.254 -0.256 0.1025
H -15.2291 14.4143 -18.1569 1.023 0.098 0.072 0.1668
H -15.4133 13.9135 -16.5710 0.222 0.229 0.506 0.1180
H -18.1258 12.5609 -16.8636 -0.098 -0.230 -0.210 0.0590
H -18.9516 14.0331 -16.5773 0.018 0.151 0.598 0.0894
H -17.4733 13.4775 -15.6006 0.247 1.016 -0.070 0.0663
H -17.4076 13.9326 -18.7416 -0.567 0.045 0.248 0.1676
H -18.1873 16.2409 -17.5332 -0.360 -0.623 -0.161 0.1328
H -16.6964 16.1440 -18.4205 0.061 0.462 -0.264 0.1277
H -17.4152 18.0855 -16.1065 -0.405 -0.023 -0.134 0.0917
H -16.2796 17.4678 -14.9439 -0.372 0.246 0.457 0.0969
H -17.9186 16.8073 -14.9198 -0.166 -0.349 -0.282 0.0825
C -15.9531 6.8725 -12.4544 -0.074 -0.441 -0.768 -0.0058
C -15.6966 7.3345 -13.9182 0.233 0.228 0.377 -0.2525
C -15.8501 8.8161 -14.1032 1.739 0.491 0.313 -0.2237
O -15.8740 9.1872 -15.4661 -2.167 0.667 0.640 -0.1236
C -16.3430 10.5499 -15.5600 0.699 -0.631 -2.250 -0.0808
N -14.2962 6.9348 -14.3801 -2.796 -0.440 0.645 0.2873
H -14.3750 5.9458 -14.5693 0.716 -0.590 -0.075 0.1509
H -14.0166 7.3951 -15.2346 0.292 0.353 -1.348 0.1115
H -13.6305 7.1660 -13.6566 1.023 -0.028 0.558 0.1052
H -15.3676 7.4129 -11.7106 0.099 -0.093 -0.184 0.0808
H -15.8408 5.7940 -12.3436 0.937 -0.028 -0.280 0.0684
H -16.9935 6.8711 -12.1293 -0.247 1.033 -0.439 0.0549
H -16.4717 6.9592 -14.5864 0.448 -0.840 -0.176 0.1294
H -14.9500 9.3388 -13.7794 0.230 -0.003 1.054 0.1326
H -16.6669 9.1095 -13.4438 -0.592 0.431 -0.459 0.0982
H -15.6194 11.2664 -15.1714 -0.219 -0.001 0.629 0.0863
H -17.3979 10.7095 -15.3368 -0.162 -0.225 1.128 0.0698
H -16.3781 10.7609 -16.6288 0.455 -0.143 -0.184 0.0683
B -11.9146 7.3429 -11.6677 0.846 -1.160 -3.121 -1.3238
F -12.2919 8.0148 -12.8742 0.141 0.497 -1.620 0.0527
F -12.8645 7.8559 -10.8772 -1.819 0.201 3.387 0.1619
F -12.0131 5.9509 -11.9844 -0.350 0.569 0.945 0.0783
F -10.6390 7.6826 -11.3513 0.647 0.181 0.790 0.1693
B -17.2074 10.5262 -19.2449 0.320 -0.812 -0.778 -1.3016
F -16.9349 9.2968 -18.6774 0.355 -1.215 0.890 0.1239
F -17.2967 10.3397 -20.6176 -0.284 0.631 0.060 0.1319
F -18.4225 10.9142 -18.6563 -0.759 0.908 0.211 0.0812
F -16.1839 11.4383 -18.9141 -0.202 0.591 0.154 0.1099
B -16.6782 3.1918 -14.2123 1.560 -1.304 -2.096 -1.3740
F -17.4553 3.1576 -13.1029 -0.880 0.086 1.402 0.1603
F -15.6489 2.2201 -14.2678 -0.136 -2.031 1.003 0.0838
F -17.4549 3.0229 -15.3687 -0.881 0.113 -0.149 0.1057
F -15.9104 4.2970 -14.3436 0.175 3.168 0.273 0.1682
B -12.5567 6.8919 -17.3212 1.724 -1.271 -1.426 -1.4312
F -11.9181 6.4860 -16.1655 0.486 0.152 1.747 0.1211
F -11.7943 7.6947 -18.1042 0.830 1.324 -0.225 0.1639
F -12.7607 5.7425 -18.0533 -0.927 -1.644 -0.803 0.1099
F -13.7489 7.4612 -17.0124 -2.437 1.249 1.081 0.1472
B -16.5838 7.8103 -8.9971 1.148 -0.277 -0.342 -1.4890
F -15.8439 7.3081 -7.9748 1.299 0.497 1.594 0.1699
F -17.8130 8.1690 -8.5756 -2.755 1.835 1.259 0.1590
F -15.9678 8.8597 -9.7084 0.363 0.852 0.337 0.1073
F -16.7883 6.7988 -9.8408 -0.536 -2.685 -2.477 0.1700
B -12.8215 11.8594 -17.7877 2.779 -1.062 -1.248 -1.3638
F -13.9347 11.7626 -16.9707 -0.849 0.624 1.032 0.1296
F -11.8738 12.8533 -17.3999 -0.395 1.304 1.455 0.0572
F -12.0732 10.7092 -17.7802 -0.213 -0.998 0.644 0.1543
F -13.1194 12.1648 -19.0760 -1.530 0.755 -1.309 0.1594
B -15.2255 14.4354 -13.3243 1.334 2.771 0.676 -1.3809
F -16.3700 15.2261 -13.0804 -0.255 -0.366 0.480 0.0978
F -15.0889 13.3628 -12.5012 -0.607 -1.257 2.028 0.1603
F -15.2349 13.9737 -14.5629 -0.416 -1.139 -3.402 0.1957
F -14.0556 15.2772 -13.1999 -0.480 -0.250 0.402 0.0764
```
Forces are in eV/Å.